ORCA calculation (ωB97M-V/def2-TZVPD) on a structure of composition BrK at a distorted geometry.

Geometry as ORCA input:
```
! RIJCOSX wB97M-V def2-TZVPD def2/J DEFGRID3
* xyz 0 1
Br 0.22 -1.11 -0.67
K -0.22 1.11 0.67
*
```

The value obtained for the total energy is -86368.6691 eV. For the gap between HOMO and LUMO, the calculation gives 7.46 eV. The value obtained for the LUMO energy is -0.8 eV. Its energy above the lowest of the compared OMol25 structures with the same formula, charge and spin is 3.5 kcal per mole.

---

ORCA calculation (ωB97M-V/def2-TZVPD) on a structure of composition BrMn2.

Geometry as ORCA input:
```
! RIJCOSX wB97M-V def2-TZVPD def2/J DEFGRID3
* xyz 3 11
Mn 25.83 -8.37 -21.54
Mn 27.90 -12.95 -22.88
Br 26.72 -10.53 -22.91
*
```

The value obtained for the total energy is -132646.2729 eV. For the gap between HOMO and LUMO (alpha / beta), the calculation gives 8.10 / 8.39 eV. The value obtained for the LUMO energy (alpha / beta) is -16.1 / -15.8 eV. Its energy above the lowest of the compared OMol25 structures with the same formula, charge and spin is 2.9 kcal per mole.